13
Properties=species:S:1:pos:R:3 method="wB97M-V/def2-TZVPD" total_charge=0 homo_lumo_gap_ev="7.442 / 7.694" spin_multiplicity=1 e_lumo_ev="-0.1 / -0.4" homo_ha="-0.278 / -0.297"
H 1.8698 0.8168 -0.7412
H -0.1462 -2.2165 0.1900
H -2.4270 1.6467 -1.1439
C -1.8181 1.8298 -0.2344
C 1.5062 -0.1223 -0.3091
C 0.0206 -0.0825 -0.0545
H 2.1020 -0.3559 0.5813
H 1.7034 -0.9157 -1.0430
H 0.1524 1.7988 0.1689
H -1.6721 -1.3032 0.4792
C -0.6383 1.1081 -0.1774
H -0.3546 -1.2590 1.6546
C -0.5841 -1.2923 0.5781

40
Properties=species:S:1:pos:R:3 method="wB97M-V/def2-TZVPD" total_charge=+1 homo_lumo_gap_ev=9.793 spin_multiplicity=1 e_lumo_ev=-3.3 homo_ha=-0.481
H 0.5987 -5.9253 3.8797
C 2.9072 -1.2370 -0.7283
N 0.4119 3.1814 -0.0462
H 0.1978 -3.4807 4.0916
O 2.0927 -4.7424 0.5417
H 3.6155 -0.6061 -1.2669
C -3.2899 3.6420 -1.0653
H -0.8944 -3.5392 2.6749
B 0.1259 2.7097 -1.3674
H -3.2638 3.7048 0.0192
H -1.5757 0.9669 -1.9312
C 2.0121 0.0046 0.9502
C 0.0253 -3.9256 3.1172
N -3.2426 2.1641 -1.4132
C 3.4937 -1.6555 0.6073
C 1.3279 -4.7309 1.4496
H -0.8547 3.3476 -3.2611
F 4.8361 -1.7273 0.5692
C -2.0493 4.2659 -1.7082
H -1.5392 4.8982 -0.9856
O 1.1273 -3.6528 2.2478
C -1.1604 3.1252 -2.2387
O 1.3268 0.8058 1.5030
H -4.2287 4.0506 -1.4263
O 0.9405 1.7859 -1.9749
H -3.1680 1.6207 -0.5555
H -4.1067 1.8707 -1.8654
H 1.1317 0.9628 -1.5084
F -1.2662 -5.9288 3.1807
H 3.0883 -2.5818 1.0088
O 1.7798 -0.4373 -0.3207
O 3.1020 -0.5758 1.4584
H 2.5754 -2.0658 -1.3445
H 0.3502 2.4651 0.6721
C -2.0484 1.8696 -2.3104
C -0.0090 -5.4462 3.1111
H -0.1253 3.9876 0.2474
H -2.3587 4.9012 -2.5366
H -2.4246 1.6819 -3.3126
O 0.5390 -5.7536 1.8376

19
Properties=species:S:1:pos:R:3 method="wB97M-V/def2-TZVPD" smiles=CCC.CC total_charge=0 homo_lumo_gap_ev=11.484 spin_multiplicity=1 e_lumo_ev=1.1 homo_ha=-0.382
C -0.5211 0.4122 -1.3163
C 0.9476 -0.2120 2.4595
H -0.0284 -2.0791 1.6676
H -2.4363 0.0604 -2.1322
H -0.9885 0.1132 -3.4835
H -0.8016 -0.4095 -0.5968
H 1.0115 0.1505 1.5963
C 0.9889 0.6173 -1.5885
H -0.7932 1.3999 -0.5829
H -1.1713 -0.9159 2.4700
H 0.7553 0.5445 3.1155
H 1.4184 1.1755 -0.6966
H 1.9492 -0.3845 2.8100
C 0.0018 -1.3180 2.4611
H 1.5657 -0.3125 -1.7175
C -1.4743 0.4238 -2.4792
H -1.6324 1.4707 -2.7324
H 0.1194 -1.7887 3.3221
H 1.0896 1.0524 -2.5762

132
Properties=species:S:1:pos:R:3 method="wB97M-V/def2-TZVPD" total_charge=0 homo_lumo_gap_ev=6.830 spin_multiplicity=1 e_lumo_ev=-0.8 homo_ha=-0.279
O -9.3390 4.9558 -3.3605
H 11.4054 -1.6571 1.6343
H 6.7078 2.1840 -1.4900
H 2.7643 -6.7228 3.8472
H 1.4608 -1.8156 0.6921
C -7.9558 1.5007 1.6469
H 1.9475 4.9178 3.0698
C 1.6965 -6.4990 3.8517
H 1.4377 3.9108 -3.0220
O 8.3806 0.9645 -1.3143
O 3.4957 -5.9320 -3.6018
O 3.2074 0.0482 -0.5519
C -10.0160 6.0149 -4.0219
C -6.3818 0.4615 0.0750
O -0.1837 -3.7793 4.6173
O 7.3217 -0.9498 -1.8240
O 14.0329 -0.7491 1.2722
H -1.5276 3.7794 1.0372
C 0.9833 2.7485 0.1374
O -1.1190 0.0742 -2.0428
C 0.3894 0.0459 0.0892
H 3.7124 -2.9727 -4.8259
H -6.8905 -1.7465 -0.1434
S -5.4008 4.1976 0.8350
C -1.2968 1.4695 1.1335
H -4.6544 -5.6756 -0.6022
H 1.3672 4.7999 4.8020
C -2.1988 -4.0918 -0.7116
H 2.4551 1.5246 -2.4137
C 12.8291 -0.3850 0.6096
H -0.0455 2.9209 4.4574
C 2.8901 1.4097 2.6431
C 0.4064 -4.6854 4.0937
O -10.9545 4.0144 -4.6072
H -4.2261 4.4529 -1.4151
N -1.9713 0.5114 0.1708
H -3.3489 -4.0346 2.8016
H -2.6081 2.6512 -1.1997
O 1.8453 -1.7576 -1.8460
H -0.6369 4.0515 -0.8835
H 3.3281 -0.1991 4.1782
H 1.1710 3.6450 0.8452
C 3.1651 -3.8194 -4.4072
H -8.3727 2.5726 1.7608
C -11.3078 5.3805 -4.4411
P 1.7938 -0.2028 -1.1616
H 3.3082 0.6153 1.9417
I 0.4375 6.3176 -2.1822
C -2.1612 2.8297 1.0711
H 1.1530 -7.3680 4.2339
C -3.1579 2.8959 -0.2144
C 11.9972 -1.6261 0.7146
H -2.8595 2.9430 1.9809
H -1.3562 -2.3159 2.9652
H 13.0609 -0.1227 -0.4269
C 14.1250 -2.1069 1.2192
C -3.9375 4.3295 -0.3026
C -7.1228 -0.8929 0.5992
H -5.2642 0.1682 0.0083
N -6.6302 1.6351 0.9580
C -3.0865 -4.4632 0.5117
H 0.5189 -1.1297 2.1024
H 2.6742 3.6268 4.2835
C -0.9268 0.2027 -0.8167
H -9.4139 6.3417 -4.8748
C 7.1761 1.3268 -1.9758
H -9.9574 0.5466 1.4733
H -9.2056 1.0310 -0.2180
C -0.6891 -2.3581 0.7064
H -0.2268 3.7680 2.8386
H -7.7829 1.0192 2.6745
H -2.4342 -4.5831 -1.7124
C -1.5755 -2.7813 1.9357
C 8.4742 -0.3921 -1.3668
H -5.2154 -4.9093 0.9689
O 1.7098 0.8884 -2.4994
S -7.5580 3.3067 -1.0991
C -2.7371 -3.7907 1.8627
C 1.1983 -6.0558 2.5094
H -0.1311 2.5772 -1.9066
H -0.4253 -2.8151 -1.5670
C 0.4653 -1.2930 0.9717
O 15.0972 -2.7309 1.5355
H 3.3397 2.4515 2.4090
H 11.3325 -1.7549 -0.1385
H 5.0551 -4.5974 -3.6846
H -2.4869 -0.2700 0.5968
O 2.5862 -7.0161 -5.3689
H -6.7324 0.5989 -1.0103
H 2.0426 2.4391 -0.2146
O -9.3911 2.7073 -3.6194
H 7.4069 1.5889 -3.0127
I -2.0171 0.6169 3.0665
P 1.0103 1.5981 2.6259
H -4.0043 2.1133 -0.1364
H 1.9605 -5.5211 1.9349
C 0.2348 3.3416 -1.1474
C 0.2908 1.4897 0.8465
H -11.6948 5.7975 -5.3720
C -4.3271 -5.4629 0.4789
C -8.9983 0.5942 0.8307
O 9.4486 -1.0150 -1.0509
H -10.1657 6.8606 -3.3491
C 3.3305 0.9385 4.1488
H 2.5102 -1.6813 -2.5792
C 1.7436 4.1650 3.9105
H -4.1789 -6.4146 1.0978
O 2.8555 -4.7682 -5.4164
O 0.1527 -5.1515 2.8376
H 0.8201 -6.8852 1.9102
H -6.7882 -1.2034 1.6465
H -3.1772 5.1128 0.0444
H 5.6798 -0.0474 -2.7224
H 2.2316 -3.4565 -3.9655
O -8.5714 -0.7765 0.6291
H 5.7552 0.0529 -0.9493
C 2.9447 -6.0023 -4.8457
H 2.2802 4.3778 -1.3681
O 12.9707 -2.6621 0.7597
C 1.3003 4.2898 -1.9506
O 1.4175 -5.3810 4.6824
H 12.3618 0.4726 1.0958
H 4.3974 1.3524 4.3051
C -6.5967 2.9213 0.2081
H -12.0804 5.4546 -3.6702
C 3.9895 -4.6108 -3.4371
C -9.8516 3.7897 -3.8413
C -1.0140 -3.0618 -0.6280
H 3.8610 -4.2729 -2.4072
C 0.5217 3.2079 3.4928
H 2.5988 1.4287 4.8791
C 6.3462 0.0842 -1.8687

15
Properties=species:S:1:pos:R:3 method="wB97M-V/def2-TZVPD" total_charge=+1 homo_lumo_gap_ev=10.605 spin_multiplicity=1 e_lumo_ev=-4.0 homo_ha=-0.538
C -0.5500 0.6413 0.1023
H -0.0692 -1.1174 -1.1224
N 0.6088 1.4013 -0.0207
O 3.7861 -1.2288 -0.2897
N 4.0598 -0.0884 -0.1031
N 2.9604 0.7967 -0.0565
O 5.0812 0.3840 0.1846
N -0.2286 -0.7732 -0.1862
H -1.0263 -1.3288 0.2213
N 0.9585 -0.9944 0.5456
C 1.7478 0.6441 0.0566
H -0.7422 0.5164 1.3224
H 0.4848 2.3554 -0.3201
H 1.3946 -1.7048 0.1198
H -1.4272 1.0809 -0.3559

65
Properties=species:S:1:pos:R:3 method="wB97M-V/def2-TZVPD" total_charge=+3 homo_lumo_gap_ev=10.697 spin_multiplicity=1 e_lumo_ev=-6.7 homo_ha=-0.639
N -0.3311 -3.7489 0.4500
C -0.0360 2.1989 2.0899
H -1.6453 -0.3914 2.6069
H 4.2062 3.2429 -2.1184
N 0.8073 2.2318 3.0730
C -1.9340 2.7644 -1.3756
O -1.4455 -0.7555 -2.4401
H -0.8166 4.1096 -0.3889
H 4.1420 -2.4829 -1.5897
N -3.3897 -1.8481 -2.4409
C -2.5343 -0.8771 0.9299
N -0.9873 3.0611 2.3329
N -0.1249 -4.4544 -1.5823
C 3.5921 -0.9344 -0.3989
H -2.6225 0.5868 -4.1569
C -0.0804 -3.4211 -0.8161
H -0.5711 -2.0860 3.1345
N 2.8794 3.7030 -0.4847
N 0.4230 -1.9928 3.2864
H 2.2573 3.9150 0.2822
H -3.6441 3.6288 -1.7034
H -0.7362 -4.6717 0.5176
H -0.2823 -3.2162 1.3067
N 4.2546 -0.3069 0.5625
H -0.5046 -5.3618 -1.3528
H -4.2383 -2.0519 -2.9491
O -1.1802 1.7557 -1.3817
Y 0.3206 -0.0259 -1.0324
H 3.6802 1.6079 -2.5743
C 2.6772 2.6236 -1.1568
H 0.3977 -4.2224 -2.4149
N 3.5252 2.4970 -2.1209
H -3.6077 1.9376 -2.1405
N 4.3104 -1.9521 -0.7471
C 1.1491 -1.5048 2.3953
H -1.6932 3.3640 1.6771
O 0.0593 1.5698 1.0509
H 0.7738 -2.4057 4.1388
H 0.5708 2.7092 3.9310
O 2.5156 -0.6786 -0.8503
N -3.1533 -0.1994 -3.8101
H 3.7838 0.4845 0.9775
H 1.7053 1.7978 2.9137
O 0.7170 -0.9770 1.3721
H -2.4227 4.6601 -0.9864
H -4.1090 -0.3818 -4.0811
H -0.9592 3.5276 3.2283
O 0.2569 -2.3085 -1.1361
H 3.1135 -1.6594 2.0395
N -3.6199 -1.3847 0.4919
H -3.2959 -0.9898 2.7772
O 1.7055 1.9075 -0.9620
O -1.5605 -0.5586 0.1656
H 3.2999 4.4464 -1.0239
H -4.2249 -1.6771 1.2459
N -2.5270 -0.6740 2.2034
N -1.6920 3.9720 -0.8735
H 5.2162 -1.9199 -0.3013
H -2.9197 -2.5199 -1.8511
C -2.5863 -0.9344 -2.8697
H -3.8672 -1.3620 -0.4871
N -3.1490 2.7500 -1.7536
H 5.2313 -0.4893 0.7438
H 2.5418 -1.9381 3.6965
N 2.3785 -1.6885 2.7316

14
Properties=species:S:1:pos:R:3 method="wB97M-V/def2-TZVPD" total_charge=+1 homo_lumo_gap_ev=12.034 spin_multiplicity=1 e_lumo_ev=-3.5 homo_ha=-0.572
H -0.0706 2.4083 0.1980
H -2.0858 -0.6712 -0.1471
H -1.0093 -1.3119 -1.4088
H 0.5950 1.1022 0.9626
H -1.0273 1.3315 0.9884
H 1.9835 -2.0495 0.4109
H 0.4133 0.5338 -1.4474
C -1.0640 -0.7168 -0.5098
H 2.5411 -1.5446 1.7067
H -0.3893 -1.2050 0.1858
O 2.0063 -1.2550 0.9580
C -0.5158 0.6379 -0.8939
N -0.2054 1.4162 0.4046
H -1.1717 1.3242 -1.4079

87
Properties=species:S:1:pos:R:3 method="wB97M-V/def2-TZVPD" total_charge=+1 homo_lumo_gap_ev="8.190 / 8.214" spin_multiplicity=2 e_lumo_ev="-2.9 / -2.9" homo_ha="-0.409 / -0.409"
C 3.7593 -1.4256 0.7989
H -5.9271 0.4841 0.0347
C 5.8088 -0.8597 1.8234
H -1.7090 2.4869 4.9222
C -3.2549 4.4894 0.5273
C 2.0285 1.2041 -2.0855
H 3.6001 0.7920 -3.3515
S -3.5663 0.1105 -0.2075
H 1.5930 -4.3752 0.2044
S 0.0792 -3.4699 -2.3059
C 4.4412 -2.0152 -0.2628
H 1.5849 -1.6001 3.4034
O 1.3816 -0.2915 1.0182
N 0.5694 2.5407 1.3093
C 2.2441 2.7231 -0.3814
H -2.0221 -0.3767 -6.4813
H -4.6686 0.8235 -2.1713
C 1.5526 -2.6061 3.0736
C -5.1835 2.2322 0.9849
C -1.8888 4.3469 -0.1459
C -1.3493 -0.5539 -4.4698
H -2.9328 0.4723 -2.4252
C 6.5073 -1.4321 0.7641
C 1.1259 -4.9314 3.5763
H 1.4023 0.4795 -2.6779
Ti -0.1338 0.9946 0.1329
H -4.0452 4.6507 -0.1836
C 1.6050 3.3158 0.8692
C 1.2709 -3.6147 3.9927
H -1.1511 4.3188 0.6166
H -2.9600 -1.5328 3.8224
H -1.5041 -2.7274 -7.0238
C -1.7118 1.6278 4.1994
O -0.8552 -0.0237 -1.4972
H 3.9918 -0.4687 2.7821
H -3.4904 2.7598 -2.7549
C -0.8278 -1.4090 -3.5131
O 1.4974 -3.5868 -2.4559
H -1.7601 -1.2750 1.6023
H 6.3205 -0.4002 2.7230
O -0.6731 -4.6584 -1.9514
C -0.9513 1.6250 3.0143
H 3.8794 -2.4555 -1.0800
C 1.5450 -4.2289 1.2728
O -0.1639 3.9056 3.1761
C -2.4146 0.4986 4.4413
C -3.6861 0.9563 -1.7838
S 2.0504 -1.5792 0.5576
C -5.0471 0.7351 0.5791
C 4.0814 2.4479 -1.9559
N -1.0736 0.6541 2.1231
H 5.0907 2.7588 -2.2937
C 3.4939 3.0761 -0.8580
C -1.7894 -0.4388 2.3302
H -3.1584 5.3360 1.2026
H -0.4283 -4.2137 -5.2880
H -4.0189 3.0064 -1.0343
H -5.6459 2.8586 0.1906
C -3.3671 2.4721 -1.6894
H -1.7480 0.3757 -4.2034
H 6.4118 -2.1581 -1.1985
C -0.7203 -3.2265 -5.0417
H -5.8861 2.2132 1.7636
C 1.2441 -5.2102 2.1916
H 7.6128 -1.3249 0.7603
H 1.1102 -6.1753 1.7765
H -2.8868 0.3839 5.3800
C -0.6598 -1.1986 -1.9689
C -1.6324 -1.0538 -5.7097
S -3.6562 3.0421 1.5845
N -0.3333 -2.2348 -1.2820
H -5.0876 0.2337 1.5178
C 3.3381 1.4489 -2.5177
C -0.1292 2.8992 2.4964
H -1.6746 5.1857 -0.7668
C 4.4296 -0.8632 1.8609
O 2.1049 4.1812 1.5075
C -2.4638 -0.5898 3.5229
C 5.8164 -1.9729 -0.3244
S -1.5996 2.7957 -1.1474
C -0.5355 -2.7013 -3.8116
C 1.7207 -2.9292 1.7449
H 3.9738 3.7791 -0.2131
H 1.1096 -3.3623 5.0383
N 1.4866 1.8649 -1.0732
C -1.3443 -2.3666 -5.9660
H 0.8536 -5.6688 4.3388

112
Properties=species:S:1:pos:R:3 method="wB97M-V/def2-TZVPD" total_charge=-1 homo_lumo_gap_ev="5.599 / 6.036" spin_multiplicity=2 e_lumo_ev="1.2 / 1.5" homo_ha="-0.160 / -0.167"
C -1.2896 2.4254 4.9113
H 3.6464 -1.1003 -3.2158
N 0.5085 -0.0266 2.8765
H -4.5226 -0.8166 0.6153
H 1.7896 -3.3743 -4.0222
C -0.1850 3.7549 -1.2036
H 0.9110 -1.9854 -0.0737
H -3.3163 0.3082 -3.8617
C 1.6552 -0.9004 2.8596
Fe -0.6536 0.5677 1.2590
N -1.1156 1.9308 2.6224
C -1.8572 1.8973 -1.2165
C -2.9107 -2.7705 1.6980
H -6.0840 2.1791 -2.9067
H 5.4659 -2.7886 -2.9564
C -2.7921 -4.9874 0.0516
H 3.8467 5.4439 0.0990
C -3.3490 -5.1097 1.3196
H -0.7921 4.6093 -0.8790
C 5.5116 -1.4330 0.1558
C 0.2115 0.5729 4.0458
H -3.7968 -4.0674 3.1539
H 5.0185 -0.7821 3.3209
O -4.4577 -1.1688 2.9986
C -2.1777 3.4483 4.6079
O -2.4294 -1.9556 4.0914
H -6.7273 0.0303 -3.4369
H 2.5492 3.3289 0.2643
O 0.6579 0.3512 5.1659
C -1.0585 2.7495 -1.9118
H -0.4611 -2.2128 1.7764
H 5.9608 3.8702 -3.2830
C -0.7807 1.6775 3.8743
N -1.7847 1.8955 0.2038
C 5.2122 3.7565 -2.5061
C 3.2899 3.4588 -0.5173
C -5.3470 1.4095 -2.6858
H 4.1595 1.3747 3.3888
C 3.5070 2.4283 -1.4267
H 5.5540 5.7110 -1.6709
S 1.5008 0.9396 0.3243
H -1.7344 1.7900 -5.0967
H -3.8627 0.7975 0.7511
C -5.0639 -1.0992 -2.6736
P -1.7419 -1.0120 -0.2434
C -5.7590 0.1276 -2.9539
H 6.0209 -1.5288 1.1092
C -4.2594 0.0694 0.0534
C 3.9229 -2.5429 2.7692
H 2.5150 1.7213 2.8058
C 0.6122 -2.1092 -1.1074
H 2.7748 1.2837 4.4957
C 1.1138 -2.8882 -3.3248
C -1.8134 1.8460 -4.0171
C -1.9948 2.8723 2.3205
C 2.9272 -0.3661 3.1325
O -2.2974 -0.3286 2.2920
C 1.5305 -2.2577 2.5458
S 1.6501 0.6670 -3.1797
C 3.1081 1.0892 3.4740
H -0.9764 2.1833 5.9183
H -0.3865 -2.4958 -4.8138
C 4.5065 -0.4841 0.0039
C -3.9552 -1.3201 -1.9283
H -0.4082 3.4062 -3.8756
H 4.7996 -3.1820 2.7405
C 4.1845 -1.2002 -2.2780
C 4.0277 4.6403 -0.6073
C -2.6693 0.9882 -3.3194
H 4.2234 0.1522 0.8388
C 5.1958 -2.1451 -2.1246
C -1.0529 2.7209 -3.3346
C -2.9047 1.0660 -1.8952
H -3.6030 -2.3410 -1.8751
H 0.2748 3.3204 -0.3212
H -3.9983 2.9590 -2.0079
H 4.6360 1.7826 -3.1379
H -1.8462 -3.7200 -1.3644
C 1.4755 -2.7381 -1.9912
S -3.0515 -1.4580 2.8915
H 2.5596 -4.1124 2.2425
H -3.2403 4.4492 2.9865
H -3.7342 -6.0644 1.6606
C -2.3088 2.9492 0.8656
C -2.2978 -3.7712 -0.3848
C -0.6320 -1.6424 -1.5407
P 2.5245 0.8782 -1.4468
C -0.9755 -1.7735 -2.8807
H -0.3306 -3.0100 3.2989
C 0.1789 -2.8712 2.3444
H -5.1689 0.4665 -0.3869
C 2.6699 -3.0602 2.4906
H 6.6291 -3.0159 -0.7794
H 0.2463 -3.8334 1.8315
H -5.5107 -1.9896 -3.1122
C -0.1043 -2.3948 -3.7703
H 2.4346 -3.0962 -1.6372
H -1.9308 -1.3995 -3.2377
C -3.2693 -0.2888 -1.0791
C -4.1242 1.8964 -2.1684
C -2.5423 3.6775 3.2844
H -2.5916 4.0627 5.3983
C -3.3964 -4.0053 2.1453
C 4.9858 4.7896 -1.5988
C 4.4747 2.5837 -2.4239
C 5.8537 -2.2666 -0.9070
O -2.9646 3.8693 0.4032
C 4.0403 -1.2018 3.0945
H 0.6063 4.1135 -1.8657
C 3.8368 -0.3706 -1.2161
C -2.3664 -2.6271 0.4155
H -2.7396 -5.8468 -0.6082

What did the fifth record say?
15
Properties=species:S:1:pos:R:3 method="wB97M-V/def2-TZVPD" total_charge=+1 homo_lumo_gap_ev=10.605 spin_multiplicity=1 e_lumo_ev=-4.0 homo_ha=-0.538
C -0.5500 0.6413 0.1023
H -0.0692 -1.1174 -1.1224
N 0.6088 1.4013 -0.0207
O 3.7861 -1.2288 -0.2897
N 4.0598 -0.0884 -0.1031
N 2.9604 0.7967 -0.0565
O 5.0812 0.3840 0.1846
N -0.2286 -0.7732 -0.1862
H -1.0263 -1.3288 0.2213
N 0.9585 -0.9944 0.5456
C 1.7478 0.6441 0.0566
H -0.7422 0.5164 1.3224
H 0.4848 2.3554 -0.3201
H 1.3946 -1.7048 0.1198
H -1.4272 1.0809 -0.3559